Entry 1:
Entry from OMol25: C29H27Cl5N3O8ReS3 as an isolated structure (wB97M-V/def2-TZVPD).

Results
E_HOMO (alpha / beta): -11.1 / -11.0 eV
E_LUMO (alpha / beta): -4.17 / -3.88 eV
energy relative to the best compared isomer or geometry (same formula, charge and spin): 17.8 kcal per mole
E: -148602.1610 eV
expectation value of S²: 0.771

Structure (ORCA input):
```
! wB97M-V def2-TZVPD RIJCOSX def2/J DEFGRID3
* xyz 1 2
Re 2.28 0.23 0.20
Cl 7.50 -0.67 4.88
C 6.49 -0.62 3.50
C 5.14 -0.32 3.64
Cl 4.42 -0.03 5.17
C 4.36 -0.28 2.50
Cl 2.62 0.01 2.59
C 4.84 -0.53 1.22
O 4.06 -0.50 0.14
C 6.21 -0.84 1.10
Cl 6.82 -1.16 -0.47
C 7.02 -0.87 2.23
Cl 8.68 -1.24 2.06
O 3.20 0.62 -3.69
C 2.73 1.07 -2.68
O 2.20 0.27 -1.76
C 2.59 2.55 -2.47
C 2.54 3.33 -3.63
C 2.39 4.71 -3.56
C 2.31 5.33 -2.33
C 2.37 4.57 -1.17
C 2.50 3.19 -1.23
S 2.66 2.40 0.35
H 2.64 2.83 -4.58
H 2.36 5.29 -4.47
H 2.21 6.40 -2.26
H 2.33 5.06 -0.20
C -3.73 -2.61 3.61
C -2.38 -2.74 2.99
C -2.24 -2.80 1.60
C -0.99 -2.87 1.01
C 0.14 -2.90 1.82
C 0.03 -2.85 3.21
C -1.23 -2.78 3.78
S 1.75 -2.86 1.10
C 1.78 -4.35 0.14
O 1.65 -1.78 0.00
H -4.52 -2.88 2.91
H -3.90 -1.59 3.94
H -3.82 -3.25 4.49
H -3.12 -2.80 0.98
H -0.89 -2.90 -0.07
H 0.91 -2.86 3.83
H -1.33 -2.75 4.85
H 0.89 -4.39 -0.49
H 1.81 -5.19 0.83
H 2.68 -4.33 -0.47
C -4.55 2.65 -4.08
C -5.57 1.87 -3.27
S -4.95 0.37 -2.55
O -4.02 -0.25 -3.48
O -6.05 -0.38 -2.03
C -3.96 0.91 -1.16
C -3.30 -0.33 -0.56
N -2.03 -0.01 0.09
C -0.82 -0.03 -0.52
N 0.14 0.35 0.34
C -0.48 0.66 1.52
C -1.81 0.46 1.37
N -2.82 0.60 2.38
O -3.98 0.47 2.05
O -2.42 0.71 3.52
C -0.61 -0.45 -1.93
H -5.06 3.47 -4.59
H -4.08 2.02 -4.82
H -3.78 3.09 -3.45
H -6.41 1.53 -3.87
H -5.98 2.45 -2.44
H -4.60 1.41 -0.44
H -3.21 1.60 -1.55
H -3.07 -1.05 -1.34
H -3.95 -0.81 0.16
H 0.04 1.00 2.40
H -1.54 -0.78 -2.39
H 0.14 -1.24 -1.97
H -0.22 0.38 -2.51
*
```


Entry 2:
Entry from OMol25: C29H27CsN3OPS as an isolated structure (wB97M-V/def2-TZVPD).

Results
E_HOMO: -0.6 eV
E_LUMO: 4.10 eV
energy relative to the best compared isomer or geometry (same formula, charge and spin): 9.3 kcal per mole
E: -57701.6661 eV

Structure (ORCA input):
```
! wB97M-V def2-TZVPD RIJCOSX def2/J DEFGRID3
* xyz -2 1
Cs 1.24 1.27 1.05
N 4.19 -2.13 3.91
C 3.42 -1.07 3.39
S 1.97 -1.52 2.58
N 3.96 0.09 3.64
N 3.34 1.25 3.18
C 3.99 2.28 3.57
C 3.72 3.71 3.39
C 4.45 4.55 4.23
C 4.34 5.93 4.22
C 3.45 6.51 3.31
C 2.72 5.72 2.45
C 2.81 4.29 2.43
O 2.14 3.62 1.59
H 3.61 -2.94 4.09
H 4.76 -1.84 4.68
H 4.89 2.08 4.17
H 5.14 4.08 4.92
H 4.93 6.54 4.90
H 3.33 7.59 3.28
H 2.04 6.16 1.74
C -2.91 -3.31 -1.64
C -1.54 -3.62 -2.18
C -1.30 -4.89 -2.68
C -0.07 -5.26 -3.22
C 0.95 -4.32 -3.25
C 0.73 -3.06 -2.74
C -0.50 -2.68 -2.19
P -0.50 -0.93 -1.57
C -1.55 -1.13 -0.06
C -0.90 -1.90 0.91
C -1.49 -2.19 2.14
C -2.74 -1.68 2.42
C -3.38 -0.88 1.48
C -2.81 -0.58 0.25
C -3.58 0.30 -0.70
C -1.41 -0.03 -2.84
C -2.15 -0.66 -3.84
C -2.88 0.04 -4.78
C -2.85 1.45 -4.71
C -2.11 2.11 -3.78
C -1.30 1.42 -2.80
C -0.56 2.12 -1.88
H -3.64 -4.01 -2.06
H -3.21 -2.30 -1.89
H -2.94 -3.40 -0.55
H -2.11 -5.62 -2.66
H 0.08 -6.26 -3.60
H 1.92 -4.59 -3.66
H 1.54 -2.33 -2.74
H 0.10 -2.27 0.71
H -0.94 -2.77 2.87
H -3.21 -1.88 3.38
H -4.36 -0.46 1.72
H -4.51 0.62 -0.23
H -3.82 -0.22 -1.63
H -2.99 1.18 -0.97
H -2.16 -1.74 -3.88
H -3.45 -0.47 -5.55
H -3.43 2.02 -5.43
H -2.09 3.19 -3.75
H -0.52 3.21 -1.93
H 0.13 1.65 -1.19
*
```


Entry 3:
Entry from OMol25: C29H27F4N5O4STa as an isolated structure (wB97M-V/def2-TZVPD).

Results
E_HOMO: -16.1 eV
E_LUMO: -10.74 eV
energy relative to the best compared isomer or geometry (same formula, charge and spin): 0.0 kcal per mole
E: -69385.2377 eV

Structure (ORCA input):
```
! wB97M-V def2-TZVPD RIJCOSX def2/J DEFGRID3
* xyz 3 1
Ta -0.70 0.78 -0.06
O -0.43 4.97 -1.09
C -0.73 3.73 -0.98
O -0.01 2.87 -0.43
C -1.99 3.27 -1.58
C -2.90 3.98 -2.32
C -3.95 3.27 -2.92
C -4.01 1.89 -2.80
C -3.04 1.26 -2.04
N -2.09 1.94 -1.41
C -2.85 -0.22 -1.88
O -3.57 -1.06 -2.28
O -1.69 -0.43 -1.19
H 0.44 5.20 -0.71
H -2.79 5.05 -2.46
H -4.70 3.80 -3.50
H -4.78 1.30 -3.29
C 2.38 2.45 1.49
C 1.04 2.72 2.15
N -0.01 1.64 2.03
C -1.24 2.13 2.76
C -2.06 3.13 1.98
C 0.51 0.43 2.74
C -0.50 -0.68 2.62
N -1.10 -0.59 1.28
C -2.24 -1.46 1.18
C -3.50 -0.90 1.02
F -3.56 0.45 0.84
C -4.63 -1.68 0.96
F -5.81 -1.09 0.78
C -4.53 -3.06 1.07
C -3.28 -3.62 1.22
F -3.14 -4.93 1.30
C -2.13 -2.83 1.27
F -0.92 -3.39 1.38
H 3.01 3.32 1.66
H 2.29 2.32 0.41
H 2.90 1.60 1.91
H 0.61 3.64 1.77
H 1.19 2.87 3.23
H -0.91 2.55 3.71
H -1.87 1.27 2.98
H -1.51 4.04 1.73
H -2.91 3.43 2.58
H -2.49 2.70 1.07
H 0.71 0.68 3.79
H 1.45 0.15 2.28
H -1.28 -0.63 3.38
H -0.01 -1.65 2.74
H -5.41 -3.68 1.02
S 4.72 -1.71 -2.77
C 3.37 -1.11 -1.96
C 2.64 -1.79 -0.95
C 1.56 -1.21 -0.38
N 1.11 0.05 -0.72
C 1.81 0.71 -1.71
C 2.90 0.18 -2.32
C 4.96 -3.32 -2.05
C 5.85 -3.48 -1.00
C 6.02 -4.77 -0.50
N 5.38 -5.83 -0.98
C 4.55 -5.66 -2.01
C 4.30 -4.42 -2.59
H 2.93 -2.78 -0.63
H 0.98 -1.73 0.37
H 1.46 1.69 -1.99
H 3.40 0.75 -3.09
H 6.40 -2.65 -0.59
H 6.70 -4.95 0.32
H 4.06 -6.55 -2.39
H 3.63 -4.33 -3.44
*
```


Q: What is the energy relative to the best compared isomer or geometry (same formula, charge and spin) in the third record?
A: 0.0 kcal per mole


Q: The highest energy relative to the best compared isomer or geometry (same formula, charge and spin) belongs to which entry?
A: C29H27Cl5N3O8ReS3


Please write out number 1 again, unchanged.
Entry from OMol25: C29H27Cl5N3O8ReS3 as an isolated structure (wB97M-V/def2-TZVPD).

Results
E_HOMO (alpha / beta): -11.1 / -11.0 eV
E_LUMO (alpha / beta): -4.17 / -3.88 eV
energy relative to the best compared isomer or geometry (same formula, charge and spin): 17.8 kcal per mole
E: -148602.1610 eV
expectation value of S²: 0.771

Structure (ORCA input):
```
! wB97M-V def2-TZVPD RIJCOSX def2/J DEFGRID3
* xyz 1 2
Re 2.28 0.23 0.20
Cl 7.50 -0.67 4.88
C 6.49 -0.62 3.50
C 5.14 -0.32 3.64
Cl 4.42 -0.03 5.17
C 4.36 -0.28 2.50
Cl 2.62 0.01 2.59
C 4.84 -0.53 1.22
O 4.06 -0.50 0.14
C 6.21 -0.84 1.10
Cl 6.82 -1.16 -0.47
C 7.02 -0.87 2.23
Cl 8.68 -1.24 2.06
O 3.20 0.62 -3.69
C 2.73 1.07 -2.68
O 2.20 0.27 -1.76
C 2.59 2.55 -2.47
C 2.54 3.33 -3.63
C 2.39 4.71 -3.56
C 2.31 5.33 -2.33
C 2.37 4.57 -1.17
C 2.50 3.19 -1.23
S 2.66 2.40 0.35
H 2.64 2.83 -4.58
H 2.36 5.29 -4.47
H 2.21 6.40 -2.26
H 2.33 5.06 -0.20
C -3.73 -2.61 3.61
C -2.38 -2.74 2.99
C -2.24 -2.80 1.60
C -0.99 -2.87 1.01
C 0.14 -2.90 1.82
C 0.03 -2.85 3.21
C -1.23 -2.78 3.78
S 1.75 -2.86 1.10
C 1.78 -4.35 0.14
O 1.65 -1.78 0.00
H -4.52 -2.88 2.91
H -3.90 -1.59 3.94
H -3.82 -3.25 4.49
H -3.12 -2.80 0.98
H -0.89 -2.90 -0.07
H 0.91 -2.86 3.83
H -1.33 -2.75 4.85
H 0.89 -4.39 -0.49
H 1.81 -5.19 0.83
H 2.68 -4.33 -0.47
C -4.55 2.65 -4.08
C -5.57 1.87 -3.27
S -4.95 0.37 -2.55
O -4.02 -0.25 -3.48
O -6.05 -0.38 -2.03
C -3.96 0.91 -1.16
C -3.30 -0.33 -0.56
N -2.03 -0.01 0.09
C -0.82 -0.03 -0.52
N 0.14 0.35 0.34
C -0.48 0.66 1.52
C -1.81 0.46 1.37
N -2.82 0.60 2.38
O -3.98 0.47 2.05
O -2.42 0.71 3.52
C -0.61 -0.45 -1.93
H -5.06 3.47 -4.59
H -4.08 2.02 -4.82
H -3.78 3.09 -3.45
H -6.41 1.53 -3.87
H -5.98 2.45 -2.44
H -4.60 1.41 -0.44
H -3.21 1.60 -1.55
H -3.07 -1.05 -1.34
H -3.95 -0.81 0.16
H 0.04 1.00 2.40
H -1.54 -0.78 -2.39
H 0.14 -1.24 -1.97
H -0.22 0.38 -2.51
*
```


Please write out number 1 again, unchanged.
Entry from OMol25: C29H27Cl5N3O8ReS3 as an isolated structure (wB97M-V/def2-TZVPD).

Results
E_HOMO (alpha / beta): -11.1 / -11.0 eV
E_LUMO (alpha / beta): -4.17 / -3.88 eV
energy relative to the best compared isomer or geometry (same formula, charge and spin): 17.8 kcal per mole
E: -148602.1610 eV
expectation value of S²: 0.771

Structure (ORCA input):
```
! wB97M-V def2-TZVPD RIJCOSX def2/J DEFGRID3
* xyz 1 2
Re 2.28 0.23 0.20
Cl 7.50 -0.67 4.88
C 6.49 -0.62 3.50
C 5.14 -0.32 3.64
Cl 4.42 -0.03 5.17
C 4.36 -0.28 2.50
Cl 2.62 0.01 2.59
C 4.84 -0.53 1.22
O 4.06 -0.50 0.14
C 6.21 -0.84 1.10
Cl 6.82 -1.16 -0.47
C 7.02 -0.87 2.23
Cl 8.68 -1.24 2.06
O 3.20 0.62 -3.69
C 2.73 1.07 -2.68
O 2.20 0.27 -1.76
C 2.59 2.55 -2.47
C 2.54 3.33 -3.63
C 2.39 4.71 -3.56
C 2.31 5.33 -2.33
C 2.37 4.57 -1.17
C 2.50 3.19 -1.23
S 2.66 2.40 0.35
H 2.64 2.83 -4.58
H 2.36 5.29 -4.47
H 2.21 6.40 -2.26
H 2.33 5.06 -0.20
C -3.73 -2.61 3.61
C -2.38 -2.74 2.99
C -2.24 -2.80 1.60
C -0.99 -2.87 1.01
C 0.14 -2.90 1.82
C 0.03 -2.85 3.21
C -1.23 -2.78 3.78
S 1.75 -2.86 1.10
C 1.78 -4.35 0.14
O 1.65 -1.78 0.00
H -4.52 -2.88 2.91
H -3.90 -1.59 3.94
H -3.82 -3.25 4.49
H -3.12 -2.80 0.98
H -0.89 -2.90 -0.07
H 0.91 -2.86 3.83
H -1.33 -2.75 4.85
H 0.89 -4.39 -0.49
H 1.81 -5.19 0.83
H 2.68 -4.33 -0.47
C -4.55 2.65 -4.08
C -5.57 1.87 -3.27
S -4.95 0.37 -2.55
O -4.02 -0.25 -3.48
O -6.05 -0.38 -2.03
C -3.96 0.91 -1.16
C -3.30 -0.33 -0.56
N -2.03 -0.01 0.09
C -0.82 -0.03 -0.52
N 0.14 0.35 0.34
C -0.48 0.66 1.52
C -1.81 0.46 1.37
N -2.82 0.60 2.38
O -3.98 0.47 2.05
O -2.42 0.71 3.52
C -0.61 -0.45 -1.93
H -5.06 3.47 -4.59
H -4.08 2.02 -4.82
H -3.78 3.09 -3.45
H -6.41 1.53 -3.87
H -5.98 2.45 -2.44
H -4.60 1.41 -0.44
H -3.21 1.60 -1.55
H -3.07 -1.05 -1.34
H -3.95 -0.81 0.16
H 0.04 1.00 2.40
H -1.54 -0.78 -2.39
H 0.14 -1.24 -1.97
H -0.22 0.38 -2.51
*
```